Entry 1:
# C4H8N

An isolated ion of composition C4H8N and charge +1 in a non-equilibrium geometry (wB97M-V/def2-TZVPD, OMol25).

Last column: Löwdin charge in e.
Positions of all 13 atoms, in Å:
N: -0.15 0.03 -0.10  -0.195
C: 0.85 1.13 -0.32  0.057
C: 1.08 0.05 0.68  -0.059
C: 0.78 -1.17 -0.20  0.080
C: -1.55 0.12 0.10  0.001
H: 1.26 -1.21 -1.17  0.120
H: 0.86 2.15 0.06  0.146
H: 0.43 -2.16 0.10  0.145
H: 1.32 0.88 -1.32  0.149
H: -2.05 1.00 0.60  0.135
H: 1.07 0.01 1.84  0.197
H: -2.01 -0.67 0.66  0.093
H: -1.90 -0.16 -0.93  0.133

As for the charge: +1. Its LUMO energy is -2.9 eV. For the gap between HOMO and LUMO, the calculation gives 0.4918 Ha. The energy above the lowest of the compared OMol25 structures with the same formula, charge and spin comes out at 54.4 kcal per mole. The calculation puts the HOMO energy at -16.27 eV.

=====

Entry 2:
# C6H8N2S

A 2-piece molecular cluster, C6H8N2S overall in a non-equilibrium geometry (wB97M-V/def2-TZVPD, OMol25).

Last column: Löwdin charge in e.
Positions of all 17 atoms, in Å:
S: -1.97 -1.86 -0.57  0.737
N: 2.82 -0.64 -0.03  0.083
N: 1.41 -0.42 1.71  0.123
C: -1.29 1.72 -1.76  -0.130
C: 2.52 -0.97 1.15  -0.323
C: -0.87 0.37 -1.96  -0.279
C: -0.99 -0.32 2.34  -0.035
C: -1.40 -0.69 -1.44  -0.687
C: 0.25 -0.38 1.98  -0.192
H: -1.47 2.25 -2.66  0.060
H: -1.70 0.25 1.82  0.030
H: 3.28 -1.62 1.89  0.173
H: -2.16 1.88 -1.06  0.105
H: -0.47 0.15 -3.00  0.141
H: 3.66 -1.09 -0.27  0.008
H: -1.22 -0.94 3.30  0.104
H: -0.40 2.28 -1.44  0.083

Its LUMO energy is 0.1 eV. For the gap between HOMO and LUMO, the calculation gives 0.2993 Ha. The energy above the lowest of the compared OMol25 structures with the same formula, charge and spin comes out at 103.1 kcal per mole. The calculation puts the HOMO energy at -8.02 eV.

=====

Entry 3:
# C42H35Br4CdN8O6

C42H35Br4CdN8O6 as an isolated structure in a non-equilibrium geometry (wB97M-V/def2-TZVPD, OMol25).

Last column: Löwdin charge in e.
Positions of all 96 atoms, in Å:
Cd: 0.66 0.26 1.08  1.422
Br: 4.32 0.13 4.76  0.717
Br: 3.47 1.87 7.47  0.648
Br: -1.18 3.70 4.66  0.678
Br: 0.73 3.72 7.41  0.643
O: 3.79 -5.63 5.81  0.116
O: 2.40 -0.37 -0.22  -0.134
O: 2.32 0.55 2.52  -0.242
O: 5.18 -3.99 5.31  0.114
O: -3.88 0.24 -5.27  -0.091
O: 0.04 2.00 2.52  -0.242
N: 1.67 -2.99 -5.02  0.054
N: 1.55 3.28 0.42  0.078
N: 0.28 1.73 -0.71  0.018
N: 0.06 -1.76 -0.53  0.084
N: 0.10 4.04 -1.24  -0.051
N: -1.78 0.17 1.45  0.070
N: 0.62 -3.01 -5.70  0.039
N: -0.01 -1.57 2.58  0.079
C: -0.40 -3.25 -2.83  -0.017
C: -2.94 -2.01 -5.46  -0.025
C: 2.22 -1.04 -1.27  -0.397
C: 2.91 -3.81 4.55  -0.154
C: 2.72 1.16 4.79  -0.638
C: -0.54 1.36 -1.86  -0.227
C: 3.23 -1.20 -2.25  -0.019
C: -0.94 3.77 -2.21  -0.168
C: 0.97 -1.75 -1.53  -0.169
C: 1.77 -2.42 -3.76  -0.272
C: -1.25 -1.82 2.67  -0.094
C: 0.09 5.38 -0.68  -0.167
C: 0.94 -2.35 3.24  -0.251
C: 3.17 -3.24 3.31  -0.024
C: -1.30 -3.25 -1.80  -0.039
C: -1.80 -2.80 -5.52  -0.047
C: 2.37 1.90 5.93  -0.785
C: -2.82 -0.63 -5.32  -0.281
C: -3.60 -1.11 2.31  -0.018
C: -5.16 -0.33 -5.20  -0.102
C: 1.54 4.55 1.13  -0.178
C: 1.37 5.65 0.10  -0.164
C: 2.20 -2.51 2.65  0.000
C: 1.98 1.18 3.60  -0.461
C: -1.55 -0.06 -5.23  -0.004
C: 1.21 2.66 5.91  -0.784
C: -0.63 2.45 -2.91  -0.161
C: -2.24 -0.90 2.11  -0.279
C: -1.04 -2.46 -0.68  -0.144
C: 0.69 -2.92 4.49  -0.005
C: 0.75 1.97 3.60  -0.476
C: 1.66 -3.67 5.13  -0.008
C: -0.42 -0.86 -5.24  -0.010
C: -4.01 0.98 1.24  -0.038
C: 0.42 2.68 4.75  -0.654
C: -2.64 1.09 1.05  -0.122
C: 0.59 2.98 -0.50  -0.369
C: 0.75 -2.44 -2.76  -0.102
C: -4.50 -0.16 1.86  -0.059
C: -0.53 -2.25 -5.40  -0.329
C: 3.97 -4.57 5.28  -0.492
C: 3.02 -1.89 -3.42  -0.033
H: -1.47 1.01 -5.17  0.098
H: 0.56 -0.41 -5.16  0.123
H: 1.32 6.63 0.57  0.113
H: -5.56 -0.30 2.00  0.106
H: -5.26 -1.00 -4.34  0.094
H: -3.90 -2.48 -5.54  0.099
H: -1.90 -3.87 -5.66  0.114
H: -5.85 0.50 -5.08  0.088
H: -5.42 -0.88 -6.11  0.091
H: 2.40 -2.05 1.69  0.098
H: -0.26 -2.73 4.98  0.110
H: 3.81 -1.96 -4.16  0.108
H: 2.22 5.63 -0.59  0.118
H: -1.93 3.72 -1.74  0.127
H: 1.47 -4.11 6.10  0.123
H: -0.95 4.59 -2.93  0.119
H: -0.54 -3.90 -3.68  0.101
H: 4.20 -0.75 -2.04  0.107
H: 0.00 6.09 -1.51  0.116
H: -0.11 0.46 -2.30  0.090
H: 5.13 -3.09 4.96  0.090
H: -1.55 1.09 -1.52  0.100
H: 0.73 4.59 1.87  0.113
H: 4.15 -3.35 2.86  0.127
H: 2.48 4.65 1.66  0.127
H: -3.94 -2.00 2.83  0.112
H: -4.67 1.77 0.90  0.105
H: -1.75 -2.45 0.14  0.084
H: -1.40 2.21 -3.63  0.087
H: 0.33 2.54 -3.42  0.127
H: -1.63 -2.71 3.17  0.132
H: -2.19 -3.87 -1.84  0.102
H: -2.20 1.96 0.58  0.104
H: -0.78 5.52 -0.02  0.129
H: 1.81 2.48 0.98  0.086

As for the charge: -1. Its LUMO energy is 1.1 eV. For the gap between HOMO and LUMO, the calculation gives 0.1837 Ha. The calculation puts the HOMO energy at -3.90 eV.

=====

Entry 4:
# C4H3N3

One molecule with the formula C4H3N3 in a non-equilibrium geometry (wB97M-V/def2-TZVPD, OMol25).

Last column: Löwdin charge in e.
Positions of all 10 atoms, in Å:
N: 0.70 -0.39 -3.03  -0.013
N: -0.68 0.55 -1.79  0.086
N: 0.80 -0.42 -4.14  0.297
C: -0.03 0.01 0.33  -0.068
C: 0.43 -0.25 -1.87  -0.436
C: 0.86 -0.63 -0.56  -0.025
C: -0.96 0.71 -0.52  -0.157
H: 1.71 -1.39 -0.44  0.123
H: -1.90 1.13 -0.37  0.080
H: 0.07 -0.03 1.46  0.114

Its LUMO energy is 0.0 eV. For the gap between HOMO and LUMO, the calculation gives 0.3307 Ha. The energy above the lowest of the compared OMol25 structures with the same formula, charge and spin comes out at 66.3 kcal per mole. The calculation puts the HOMO energy at -9.01 eV.

=====

Entry 5:
# C10H13ClHfO3S

C10H13ClHfO3S as an isolated structure in a non-equilibrium geometry (wB97M-V/def2-TZVPD, OMol25).

Last column: Löwdin charge in e.
Positions of all 29 atoms, in Å:
Hf: -0.23 0.66 0.36  1.284
Cl: 2.05 0.80 1.66  0.175
S: 0.56 -2.05 -0.29  0.803
O: 1.93 -1.43 -0.16  -0.563
O: -2.80 -1.41 -0.57  0.237
O: -0.72 -1.07 3.18  0.229
C: -1.40 2.70 0.99  -0.087
C: -0.68 -0.47 2.19  -0.107
C: 0.00 2.94 0.72  -0.148
C: -0.17 -3.11 1.07  -0.187
C: -2.02 2.23 -0.24  -0.105
C: 0.30 2.61 -0.67  -0.414
C: 1.57 2.69 -1.33  -0.036
C: -1.98 -0.69 -0.24  -0.097
C: 1.14 -3.52 -1.27  -0.126
C: -0.99 2.17 -1.27  -0.086
H: 1.70 3.67 -1.83  0.133
H: 0.34 -4.10 -1.52  0.031
H: 2.38 2.57 -0.59  0.087
H: -1.11 1.88 -2.29  0.133
H: -3.04 2.01 -0.38  0.122
H: -1.90 2.87 1.92  0.132
H: 1.66 -3.11 -2.10  0.065
H: 0.44 -2.97 1.95  0.070
H: -0.15 -4.14 0.76  0.070
H: -1.22 -2.85 1.23  0.044
H: 0.75 3.23 1.43  0.111
H: 1.88 -4.02 -0.61  0.116
H: 1.69 1.91 -2.09  0.113

As for the charge: +2. Its LUMO energy is -10.3 eV. For the gap between HOMO and LUMO, the calculation gives 0.2446 Ha. The energy above the lowest of the compared OMol25 structures with the same formula, charge and spin comes out at 107.5 kcal per mole. The calculation puts the HOMO energy at -16.93 eV.

=====

Entry 6:
# C9H8N2O

C9H8N2O as an isolated structure in a non-equilibrium geometry (wB97M-V/def2-TZVPD, OMol25).

Last column: Löwdin charge in e.
Positions of all 20 atoms, in Å:
O: -0.72 -2.27 0.67  -0.095
N: 1.94 1.28 0.35  0.132
N: 2.20 1.72 1.81  -0.048
C: 1.93 0.84 2.76  -0.107
C: 0.00 0.78 -1.40  -0.024
C: 0.17 -0.17 -0.33  -0.024
C: -1.77 -1.45 -1.34  -0.078
C: 1.14 0.23 0.71  -0.345
C: -1.75 -0.45 -2.32  -0.122
C: -0.99 0.66 -2.39  -0.088
C: -0.96 -1.23 -0.32  -0.242
C: 1.14 -0.16 2.03  -0.043
H: -1.87 -2.66 0.71  0.250
H: -2.66 -2.20 -1.46  0.157
H: -1.21 1.52 -2.94  0.093
H: -2.43 -0.67 -3.13  0.099
H: 2.86 2.53 1.92  0.153
H: 1.93 1.00 4.02  0.185
H: 0.52 1.70 -1.44  0.082
H: 0.49 -0.99 2.10  0.069

Its LUMO energy is 0.5 eV. For the gap between HOMO and LUMO, the calculation gives 0.3207 Ha. The energy above the lowest of the compared OMol25 structures with the same formula, charge and spin comes out at 129.5 kcal per mole. The calculation puts the HOMO energy at -8.20 eV.

=====

Number 1: M 70.115 u, DFT total energy -5757.503 eV. Number 2: M 140.211 u, DFT total energy -20162.571 eV. Number 3: M 1179.820 u, DFT total energy -353065.284 eV. Number 4: M 93.089 u, DFT total energy -8663.536 eV. Number 5: M 427.221 u, DFT total energy -41368.794 eV. Number 6: M 160.176 u, DFT total energy -14485.174 eV.